# 1
This record from the OMol25 dataset describes C46H48N3OPPt as an isolated structure at a distorted geometry. The level of theory is ωB97M-V/def2-TZVPD.

The highest occupied orbital energy (spin up / spin down) comes out at 1.325 / -0.870 eV. The calculation puts the LUMO energy (spin up / spin down) at 4.2 / 4.2 eV. The charge is -2. Its spin multiplicity is 3. Its expectation value of S² is 2.055.

Geometry as XYZ:
```
100
Properties=species:S:1:pos:R:3:mulliken_spin:R:1
Pt 0.559 -0.119 -2.873 0.277
N -2.297 -0.817 -0.612 -0.008
N -1.165 -1.996 -3.488 0.004
C 2.179 1.173 -2.447 0.053
C 2.550 -0.148 -1.864 -0.003
C 2.128 -0.139 -0.482 0.158
C 2.366 -1.230 0.489 -0.037
H 2.549 -2.196 -0.007 0.001
H 1.513 -1.348 1.180 0.004
H 3.253 -0.999 1.105 0.016
C 1.577 1.128 -0.188 -0.084
C 1.161 1.549 1.174 0.029
H 2.038 1.788 1.793 -0.004
H 0.615 0.746 1.685 0.008
H 0.527 2.441 1.136 0.000
C 1.567 1.927 -1.345 0.113
C 1.009 3.287 -1.453 -0.032
H 0.141 3.381 -0.788 0.003
H 0.681 3.509 -2.476 0.006
H 1.742 4.049 -1.149 0.009
C 3.535 -1.098 -2.438 -0.017
H 4.463 -1.099 -1.844 -0.004
H 3.794 -0.818 -3.461 -0.002
H 3.122 -2.116 -2.434 0.008
C 2.741 1.767 -3.694 -0.024
H 1.942 2.306 -4.221 0.006
H 3.078 0.985 -4.384 -0.007
H 3.559 2.469 -3.500 0.010
C -2.886 -0.880 0.584 0.009
H -3.413 0.025 0.923 0.000
C -2.825 -2.028 1.394 -0.013
H -3.270 -2.021 2.390 0.012
C -2.168 -3.148 0.866 0.006
H -2.190 -4.114 1.367 0.005
C -1.437 -3.005 -0.308 -0.003
H -0.801 -3.802 -0.706 0.002
C -1.451 -1.773 -0.998 -0.013
C -0.449 -1.740 -2.186 0.085
H 0.270 -2.557 -1.999 -0.033
C -0.883 -0.718 -4.005 0.349
C -0.802 -2.855 -4.568 -0.019
H -0.775 -3.921 -4.445 0.007
C -0.738 -2.125 -5.704 0.053
H -0.615 -2.458 -6.719 -0.004
N -0.956 -0.788 -5.375 0.044
C -1.037 0.457 -6.050 -0.030
C 0.023 0.899 -6.840 0.068
C 0.120 2.273 -7.092 -0.009
H 0.962 2.629 -7.695 0.001
C -0.799 3.178 -6.561 0.008
C -0.725 4.636 -6.902 0.001
H -0.489 5.248 -6.023 0.002
H -1.682 4.997 -7.296 0.001
H 0.051 4.805 -7.655 0.001
C -1.791 2.709 -5.689 0.005
H -2.477 3.407 -5.205 0.019
C -1.911 1.355 -5.408 -0.021
C -2.850 0.876 -4.350 0.006
H -3.421 -0.013 -4.647 0.004
H -3.577 1.677 -4.183 -0.003
H -2.340 0.692 -3.383 0.001
C 1.115 -0.055 -7.199 -0.001
H 0.736 -0.957 -7.698 0.002
H 1.683 -0.372 -6.309 0.002
H 1.810 0.451 -7.872 -0.002
O -0.036 -1.091 2.903 0.037
P -0.177 -0.777 4.362 0.113
C 1.276 0.095 4.994 0.017
C 2.472 0.081 4.259 0.008
C 3.600 0.749 4.743 -0.005
C 3.545 1.408 5.978 0.017
C 2.359 1.408 6.723 -0.004
C 1.221 0.759 6.228 0.047
C -1.605 0.284 4.683 -0.105
C -2.289 0.286 5.909 0.017
C -3.409 1.107 6.089 0.006
C -3.856 1.923 5.046 -0.004
C -3.171 1.931 3.826 0.005
C -2.047 1.124 3.646 0.042
C -0.351 -2.277 5.341 0.048
C 0.806 -2.980 5.715 0.166
C 0.699 -4.155 6.461 -0.140
C -0.562 -4.653 6.812 0.404
C -1.719 -3.994 6.373 -0.154
C -1.613 -2.827 5.608 0.197
H 2.517 -0.464 3.315 -0.010
H 4.521 0.742 4.158 -0.001
H 4.432 1.915 6.365 0.004
H 2.312 1.909 7.694 0.002
H 0.295 0.756 6.807 -0.036
H -1.972 -0.367 6.724 0.057
H -3.932 1.097 7.047 0.001
H -4.740 2.548 5.181 0.000
H -3.515 2.564 3.007 0.000
H -1.520 1.118 2.692 0.005
H 1.787 -2.610 5.420 0.082
H 1.603 -4.686 6.769 -0.007
H -0.648 -5.564 7.407 0.058
H -2.705 -4.388 6.622 -0.013
H -2.516 -2.342 5.227 0.122
```

# 2
This record from the OMol25 dataset describes C46H48N3PYb as an isolated structure at a distorted geometry. The level of theory is ωB97M-V/def2-TZVPD.

The highest occupied orbital energy (spin up / spin down) comes out at -0.470 / -3.906 eV. The energy above the lowest of the compared OMol25 structures with the same formula, charge and spin is 1.7153 eV. The calculation puts the LUMO energy (spin up / spin down) at 2.3 / 2.3 eV. The charge is -1. Its spin multiplicity is 2. Its expectation value of S² is 0.765.

Geometry as XYZ:
```
99
Properties=species:S:1:pos:R:3:mulliken_spin:R:1
Yb -0.618 -0.459 0.302 0.030
N -0.810 -1.851 3.041 -0.021
N -2.785 0.431 1.089 0.016
C -1.465 -1.229 -2.659 0.007
C -2.217 -2.107 -1.824 -0.001
C -1.292 -2.834 -1.024 0.000
C -1.604 -3.780 0.077 0.000
H -2.689 -3.872 0.217 0.000
H -1.181 -3.426 1.035 0.001
H -1.198 -4.792 -0.103 0.000
C 0.025 -2.453 -1.398 0.012
C 1.273 -3.009 -0.829 -0.010
H 1.594 -3.956 -1.308 0.000
H 1.157 -3.233 0.232 0.001
H 2.112 -2.311 -0.907 0.002
C -0.089 -1.415 -2.370 -0.010
C 1.055 -0.690 -2.983 0.008
H 1.845 -0.495 -2.244 0.001
H 0.736 0.283 -3.371 -0.001
H 1.516 -1.253 -3.815 0.002
C -3.692 -2.217 -1.755 0.000
H -4.078 -3.061 -2.353 0.000
H -4.178 -1.305 -2.127 0.000
H -4.033 -2.366 -0.724 0.000
C -2.026 -0.288 -3.661 0.001
H -1.401 0.609 -3.764 0.000
H -3.017 0.065 -3.362 0.000
H -2.121 -0.741 -4.664 -0.001
C -0.022 -1.880 4.116 0.016
H 0.313 -2.872 4.432 0.006
C 0.392 -0.726 4.787 0.016
H 1.119 -0.810 5.586 0.009
C -0.094 0.513 4.372 -0.065
H 0.197 1.428 4.882 0.004
C -0.976 0.577 3.307 0.007
H -1.353 1.526 2.915 0.033
C -1.447 -0.657 2.756 -0.002
C -2.383 -0.735 1.703 0.012
H -2.769 -1.683 1.354 0.001
C -2.464 0.870 -0.201 -0.037
C -3.765 1.247 1.679 -0.005
H -4.068 1.057 2.694 -0.001
C -4.246 2.011 0.695 0.002
H -5.044 2.736 0.677 0.001
N -3.457 1.760 -0.439 0.013
C -3.669 2.325 -1.725 0.008
C -4.878 2.110 -2.417 0.001
C -4.988 2.611 -3.719 0.000
H -5.904 2.421 -4.283 0.000
C -3.942 3.324 -4.311 0.001
C -4.102 3.930 -5.679 0.000
H -3.155 3.863 -6.227 0.000
H -4.379 4.994 -5.630 0.000
H -4.879 3.402 -6.243 0.000
C -2.752 3.513 -3.601 0.000
H -1.921 4.052 -4.069 0.000
C -2.594 3.011 -2.306 -0.012
C -1.280 3.171 -1.619 -0.008
H -1.376 3.382 -0.550 0.004
H -0.748 4.018 -2.076 0.002
H -0.637 2.285 -1.753 0.010
C -6.001 1.286 -1.863 0.000
H -6.603 1.826 -1.119 0.000
H -5.680 0.339 -1.410 0.000
H -6.686 1.024 -2.680 0.000
C 6.555 1.025 -0.390 0.156
C 5.413 1.147 -1.194 -0.088
C 4.166 0.760 -0.700 0.158
C 4.088 0.163 0.572 -0.075
C 5.221 0.136 1.407 0.129
C 6.456 0.559 0.933 -0.103
P 2.528 -0.495 1.221 0.020
C 3.210 -2.239 1.568 0.023
C 2.447 -3.202 2.277 0.000
C 2.991 -4.431 2.637 0.007
C 4.284 -4.776 2.223 -0.001
C 4.993 -3.907 1.385 -0.001
C 4.409 -2.708 0.977 0.019
C 2.476 0.871 2.504 -0.033
C 3.103 0.793 3.752 0.232
C 3.405 1.962 4.459 -0.122
C 3.028 3.211 3.955 0.258
C 2.314 3.288 2.756 -0.046
C 2.014 2.126 2.049 0.100
H 7.531 1.306 -0.782 0.024
H 5.492 1.548 -2.211 -0.005
H 3.264 0.925 -1.288 0.053
H 5.149 -0.237 2.428 0.092
H 7.338 0.525 1.586 -0.004
H 1.398 -3.006 2.524 -0.005
H 2.401 -5.133 3.239 -0.001
H 4.720 -5.723 2.530 0.001
H 6.001 -4.168 1.052 -0.001
H 4.932 -2.116 0.222 0.000
H 3.390 -0.179 4.163 0.070
H 3.946 1.900 5.406 -0.006
H 3.280 4.121 4.501 0.045
H 2.004 4.261 2.359 0.003
H 1.479 2.198 1.094 0.044
```

# 3
This record from the OMol25 dataset describes C46H48N7OPSTi as an isolated structure at a distorted geometry. The level of theory is ωB97M-V/def2-TZVPD.

The highest occupied orbital energy (spin up / spin down) comes out at -5.762 / -7.119 eV. The energy above the lowest of the compared OMol25 structures with the same formula, charge and spin is 0.0000 eV. The calculation puts the LUMO energy (spin up / spin down) at 0.3 / -0.3 eV. Its spin multiplicity is 3. Its expectation value of S² is 2.017.

Geometry as XYZ:
```
105
Properties=species:S:1:pos:R:3:mulliken_spin:R:1
Ti 0.061 -0.305 -0.482 0.915
N 3.893 2.268 -0.568 0.017
C 2.842 1.387 -0.564 0.043
S 1.237 2.007 -0.825 -0.033
N 3.159 0.139 -0.371 -0.005
N 2.055 -0.698 -0.408 0.178
C 2.346 -1.985 -0.242 0.205
C 1.350 -2.902 -0.640 0.199
C 1.545 -4.295 -0.740 0.009
C 0.613 -5.060 -1.378 0.079
C -0.524 -4.440 -1.946 0.072
C -0.672 -3.093 -1.783 0.098
N 0.196 -2.316 -1.099 -0.019
H 3.670 3.236 -0.426 0.001
H 4.751 1.929 -0.163 0.000
H 3.348 -2.294 0.031 -0.011
H 2.451 -4.727 -0.334 -0.002
H 0.760 -6.128 -1.478 0.008
H -1.259 -5.001 -2.506 0.003
H -1.538 -2.582 -2.184 -0.024
C 3.346 -1.074 -3.587 0.011
C 2.138 -0.145 -3.727 -0.031
C 0.931 -0.804 -4.352 0.001
C 1.100 -1.516 -5.537 0.004
C 0.033 -2.109 -6.190 -0.001
C -1.234 -1.989 -5.651 -0.002
C -1.451 -1.292 -4.465 0.003
C -2.873 -1.282 -3.936 0.009
C -3.819 -0.397 -4.751 0.001
C -0.356 -0.691 -3.815 -0.004
N -0.583 -0.013 -2.558 0.009
C -1.405 0.985 -2.598 0.021
C -1.953 1.510 -1.407 0.016
C -2.898 2.511 -1.203 0.018
C -3.177 2.509 0.165 -0.003
C -2.372 1.511 0.723 0.039
N -1.620 0.896 -0.205 -0.002
H 4.068 -0.648 -2.889 -0.003
H 3.852 -1.238 -4.541 0.001
H 3.044 -2.051 -3.200 -0.004
H 2.407 0.718 -4.344 -0.001
H 1.873 0.267 -2.763 0.033
H 2.097 -1.599 -5.954 0.000
H 0.189 -2.669 -7.104 0.000
H -2.080 -2.467 -6.137 0.000
H -2.906 -0.969 -2.897 -0.008
H -3.249 -2.310 -3.954 0.001
H -3.479 0.642 -4.757 0.000
H -4.829 -0.420 -4.338 0.000
H -3.869 -0.726 -5.791 0.000
H -1.706 1.417 -3.550 0.004
H -3.340 3.132 -1.970 0.001
H -3.868 3.144 0.699 0.000
H -2.324 1.219 1.759 0.002
C -4.789 -2.378 1.779 0.000
C -3.652 -1.644 1.067 -0.005
C -4.142 -1.150 -0.289 0.026
C -2.344 -2.469 0.905 0.114
C -2.252 -3.790 1.672 -0.006
O -1.151 -3.599 2.585 -0.001
C -0.642 -2.377 2.345 0.020
N -1.140 -1.715 1.382 -0.023
C 0.375 -1.993 3.387 0.048
C 0.674 -2.983 4.329 -0.013
C 1.417 -2.696 5.456 0.000
C 1.849 -1.397 5.672 0.002
C 1.594 -0.428 4.723 0.004
C 0.881 -0.702 3.550 -0.035
P 0.841 0.595 2.201 0.050
C 2.584 1.197 2.458 -0.006
C 2.912 2.520 2.718 -0.003
C 4.239 2.901 2.920 0.000
C 5.251 1.960 2.857 0.001
C 4.934 0.631 2.578 -0.002
C 3.618 0.261 2.378 -0.006
C -0.140 1.941 2.997 0.012
C -0.246 3.175 2.353 0.003
C -1.049 4.181 2.872 -0.001
C -1.785 3.966 4.030 0.000
C -1.713 2.735 4.664 0.000
C -0.897 1.731 4.152 0.001
H -5.690 -1.762 1.746 0.000
H -4.573 -2.581 2.831 0.000
H -5.031 -3.329 1.291 0.000
H -3.394 -0.773 1.669 -0.003
H -4.524 -1.987 -0.886 0.003
H -3.338 -0.670 -0.842 0.016
H -4.943 -0.416 -0.177 0.000
H -2.209 -2.678 -0.147 -0.061
H -2.033 -4.640 1.030 0.003
H -3.124 -4.014 2.274 0.000
H 0.293 -3.981 4.178 -0.001
H 1.642 -3.478 6.169 0.000
H 2.406 -1.143 6.566 0.000
H 1.980 0.573 4.876 0.000
H 2.141 3.275 2.780 0.000
H 4.469 3.938 3.133 0.000
H 6.281 2.253 3.020 0.000
H 5.718 -0.114 2.509 0.000
H 3.390 -0.776 2.155 0.012
H 0.280 3.336 1.417 0.003
H -1.117 5.129 2.352 0.000
H -2.418 4.749 4.429 0.000
H -2.296 2.547 5.558 0.000
H -0.875 0.775 4.655 0.000
```

# 4
This record from the OMol25 dataset describes C46H48N8O3S3Sr as an isolated structure at a distorted geometry. The level of theory is ωB97M-V/def2-TZVPD.

The highest occupied orbital energy comes out at -6.484 eV. The energy above the lowest of the compared OMol25 structures with the same formula, charge and spin is 0.6373 eV. The calculation puts the LUMO energy at 0.0 eV.

Geometry as XYZ:
```
109
Properties=species:S:1:pos:R:3:lowdin_charge:R:1
Sr -0.132 -0.825 0.267 1.207
C -1.394 -3.976 -1.454 -0.077
O -1.591 -2.574 -1.343 -0.280
C -2.909 -2.203 -0.981 -0.203
C -3.162 -2.278 0.511 -0.168
O -2.479 -1.196 1.147 -0.281
C -2.878 -0.921 2.492 -0.149
C -1.724 -1.051 3.448 -0.192
O -0.792 -0.009 3.204 -0.230
C 0.236 0.004 4.181 -0.084
H -2.072 -4.386 -2.209 0.096
H -1.544 -4.491 -0.502 0.084
H -0.366 -4.131 -1.769 0.094
H -3.643 -2.825 -1.505 0.135
H -3.025 -1.167 -1.311 0.098
H -2.808 -3.233 0.914 0.122
H -4.238 -2.196 0.693 0.135
H -3.671 -1.607 2.798 0.136
H -3.264 0.099 2.529 0.120
H -1.231 -2.022 3.343 0.105
H -2.120 -0.970 4.468 0.136
H -0.194 -0.015 5.187 0.094
H 0.801 0.926 4.050 0.091
H 0.911 -0.846 4.061 0.077
S -0.853 0.631 -2.282 0.525
C -2.136 1.774 -2.041 -0.850
N -2.594 2.459 -3.035 0.017
N -3.703 3.265 -2.857 -0.023
C -4.966 2.921 -2.390 -0.269
C -5.345 1.625 -2.031 -0.056
C -6.644 1.369 -1.614 -0.105
C -7.591 2.382 -1.538 -0.121
C -7.219 3.669 -1.908 -0.106
C -5.929 3.936 -2.331 -0.045
N -2.743 2.080 -0.775 0.042
N -2.068 1.897 0.238 0.074
C -2.715 2.403 1.421 -0.253
C -4.088 2.620 1.516 -0.020
C -4.619 3.090 2.705 -0.076
C -3.789 3.361 3.790 -0.087
C -2.421 3.156 3.684 -0.077
C -1.886 2.668 2.500 -0.041
H -3.691 4.031 -3.504 0.122
H -4.631 0.816 -2.097 0.092
H -6.920 0.355 -1.348 0.097
H -8.599 2.173 -1.205 0.092
H -7.941 4.475 -1.863 0.098
H -5.646 4.946 -2.610 0.106
H -4.718 2.413 0.660 0.101
H -5.687 3.252 2.786 0.104
H -4.211 3.732 4.716 0.100
H -1.773 3.368 4.525 0.104
H -0.825 2.480 2.390 0.100
N 4.291 0.771 2.366 0.176
C 4.455 -0.466 2.964 -0.184
C 5.495 -1.021 3.704 -0.024
C 5.305 -2.310 4.163 -0.091
C 4.120 -3.017 3.898 -0.074
C 3.095 -2.460 3.158 -0.004
C 3.277 -1.162 2.678 -0.213
N 2.426 -0.361 1.918 0.164
C 3.063 0.766 1.767 -0.273
C 2.526 1.911 1.033 -0.317
C 3.062 3.156 0.932 -0.344
S 2.060 4.134 -0.043 1.048
C 0.985 2.814 -0.256 -0.480
N 1.341 1.729 0.361 0.013
H 4.956 1.522 2.356 0.156
H 6.406 -0.475 3.911 0.107
H 6.086 -2.785 4.742 0.101
H 4.013 -4.024 4.278 0.103
H 2.183 -3.003 2.944 0.091
H 3.970 3.544 1.366 0.073
H 0.102 2.884 -0.878 0.047
C 3.130 1.421 -5.786 -0.042
C 3.449 1.661 -4.303 -0.555
C 2.355 2.547 -3.712 -0.065
C 4.790 2.400 -4.177 -0.049
C 3.537 0.314 -3.583 -0.160
C 4.524 -0.610 -3.977 -0.037
C 4.646 -1.851 -3.388 -0.076
C 3.751 -2.188 -2.377 -0.473
S 3.633 -3.645 -1.458 1.118
C 2.275 -2.977 -0.574 -0.519
N 1.938 -1.776 -0.947 0.001
C 2.762 -1.298 -1.969 -0.279
C 2.661 -0.039 -2.571 0.032
C 1.585 -3.776 0.469 -0.317
C 2.088 -5.053 0.751 -0.086
C 1.462 -5.863 1.680 -0.098
C 0.317 -5.389 2.311 -0.101
C -0.153 -4.113 2.019 -0.184
C 0.451 -3.224 1.109 -0.192
H 3.078 2.374 -6.318 0.085
H 2.168 0.916 -5.890 0.095
H 3.892 0.805 -6.268 0.076
H 2.320 3.493 -4.258 0.091
H 2.565 2.774 -2.663 0.056
H 1.367 2.082 -3.770 0.063
H 4.727 3.375 -4.667 0.084
H 5.609 1.845 -4.638 0.074
H 5.041 2.560 -3.125 0.087
H 5.213 -0.349 -4.771 0.107
H 5.412 -2.544 -3.711 0.108
H 1.868 0.626 -2.247 0.040
H 2.977 -5.422 0.249 0.072
H 1.851 -6.848 1.902 0.097
H -0.205 -6.017 3.026 0.096
H -1.058 -3.810 2.547 0.062
```